Entry from the Open Molecules 2025 dataset: an isolated molecule of C4H6N2O3 (ωB97M-V/def2-TZVPD).

Last column: Mulliken charge in e.
Element x y z (Å)
1 C 0.776 -1.261 -0.032  0.3381
2 C 2.186 0.522 -0.021  0.5907
3 C -0.936 0.053 1.166  -0.9774
4 C -0.977 0.322 -1.190  -0.8684
5 N 2.039 -0.781 0.240  -0.3152
6 N -0.162 0.097 -0.037  0.2813
7 O 0.345 -2.327 -0.221  -0.4847
8 O 3.168 1.201 -0.114  -0.4654
9 O 0.825 1.129 0.011  -0.3417
10 H -1.429 0.964 1.610  0.3281
11 H -1.748 -0.575 1.080  0.4501
12 H -0.431 -0.282 2.000  0.4316
13 H -1.449 1.256 -1.268  0.3631
14 H -0.391 0.049 -2.090  0.3191
15 H -1.817 -0.368 -1.133  0.3506

Calculated values
Relative energy (zero: lowest compared OMol25 entry of this formula, charge and spin)   55.39 kcal per mole
2S+1   3
E_tot   -490.99179 a.u.
Total charge   0
Orbital gap (spin up / spin down)   5.381 / 7.480 eV
HOMO energy (spin up / spin down)   -4.9 / -10.7 eV


Entry from the Open Molecules 2025 dataset: an isolated molecule of C3H2ClNO4S3 (ωB97M-V/def2-TZVPD).

Last column: Mulliken charge in e.
Element x y z (Å)
1 C 2.288 -0.305 0.335  -0.3967
2 C 1.094 -0.701 -0.164  0.3525
3 C 0.721 1.589 -0.069  0.2814
4 N 0.381 0.404 -0.564  0.1948
5 O -1.404 0.034 1.416  -0.3801
6 O -2.486 -1.553 -0.169  -0.4738
7 O 0.786 -1.905 -0.567  -0.5612
8 O -0.815 0.265 -1.129  -0.2759
9 S -0.257 2.880 0.080  -0.2986
10 S 2.336 1.416 0.634  -0.0929
11 S -2.016 -0.240 0.164  0.9999
12 Cl -3.595 1.067 0.094  -0.1167
13 H 3.235 -0.802 0.662  0.3591
14 H -0.268 -2.148 -0.725  0.4081

Calculated values
Relative energy (zero: lowest compared OMol25 entry of this formula, charge and spin)   0.00 kcal per mole
2S+1   1
E_tot   -2125.85902 a.u.
SMILES   O=S(=O)(Cl)On1c(O)csc1=S
Total charge   0
Orbital gap (spin up / spin down)   6.418 / 6.418 eV
HOMO energy (spin up / spin down)   -8.1 / -8.1 eV


Entry from the Open Molecules 2025 dataset: a cluster of 2 separate species, C5H14NO in total (ωB97M-V/def2-TZVPD).

Last column: Mulliken charge in e.
Element x y z (Å)
1 C 2.064 1.376 -0.029  -1.1007
2 C 1.322 0.887 1.186  -0.2999
3 C 1.157 -0.678 0.985  -1.0229
4 C -0.101 -0.957 0.251  0.3810
5 C -0.176 -1.540 -0.943  -0.8898
6 N -1.350 -0.513 0.954  -0.2412
7 H 2.219 2.469 -0.103  0.3406
8 H 3.090 1.013 -0.122  0.3338
9 H 1.503 0.999 -0.906  0.2437
10 H 1.916 0.808 2.126  0.2391
11 H 0.452 1.434 1.388  0.4111
12 H 1.279 -1.225 1.922  0.4097
13 H 2.133 -1.134 0.637  0.4230
14 H -1.147 -1.675 -1.467  0.2541
15 H 0.654 -1.760 -1.638  0.3184
16 H -1.457 -0.869 1.917  0.3750
17 H -1.449 0.549 0.973  0.3660
18 H -2.186 -0.844 0.413  0.4457
19 H -1.965 0.980 -1.252  0.2629
20 H -1.681 1.136 -2.655  0.3499
21 O -2.434 0.893 -2.094  -0.5994

Calculated values
Relative energy (zero: lowest compared OMol25 entry of this formula, charge and spin)   61.22 kcal per mole
2S+1   1
E_tot   -328.58867 a.u.
Total charge   +1
Orbital gap   10.719 eV
HOMO energy   -14.6 eV


Entry from the Open Molecules 2025 dataset: a structure of composition C18H33HgNO3P2 (ωB97M-V/def2-TZVPD).

Last column: Mulliken charge in e.
Element x y z (Å)
1 C -0.236 -2.406 -4.386  -0.8965
2 C -0.942 -1.375 -4.918  1.1029
3 H -0.768 -3.304 -3.886  0.3598
4 H 0.858 -2.656 -4.550  0.3704
5 C -1.259 -0.037 -4.576  1.1682
6 C -1.152 0.851 -3.497  -0.7363
7 H -1.344 0.407 -2.368  0.1188
8 H -0.226 1.627 -3.449  0.2374
9 C -1.484 -1.861 -6.257  -1.9091
10 H -1.140 -2.903 -6.357  0.4477
11 H -1.069 -1.292 -7.091  0.3633
12 H -2.575 -1.889 -6.263  0.3811
13 C -2.033 0.758 -5.646  -1.6133
14 H -3.022 0.286 -5.751  0.3606
15 H -1.430 0.862 -6.557  0.3589
16 H -2.153 1.749 -5.180  0.4284
17 Hg 1.490 -0.425 2.136  1.1109
18 O 0.690 -0.239 0.088  -1.0035
19 C 1.394 0.041 -1.033  0.2545
20 O 1.648 1.925 1.147  -0.5260
21 C 2.130 2.097 0.051  0.3544
22 O 2.976 3.117 -0.240  -0.3733
23 N 1.964 1.298 -1.099  0.4347
24 C 3.466 2.958 -1.622  -0.5019
25 C 2.631 1.875 -2.265  -0.4205
26 H 4.519 2.649 -1.581  0.2676
27 H 3.364 3.925 -2.119  0.3475
28 H 3.243 1.144 -2.807  0.4582
29 H 1.905 2.299 -2.983  0.1448
30 C 1.487 -0.905 -2.046  -0.0448
31 C 0.472 -1.870 -1.952  -0.5963
32 H 1.603 -0.346 -3.296  0.1187
33 H -0.693 -1.838 -1.766  0.3904
34 H 0.994 -2.936 -1.952  0.2807
35 C -2.128 -0.072 2.162  -0.4475
36 P -2.405 1.410 3.225  0.0402
37 C -3.373 0.616 4.581  -1.0036
38 C -0.730 1.633 4.026  -0.6966
39 C -0.174 0.588 5.020  -0.6346
40 P 0.935 -0.731 4.372  0.5910
41 C 2.488 -0.683 5.317  -1.2638
42 C 0.148 -2.318 4.794  -1.1109
43 H -3.082 -0.277 1.654  0.4219
44 H -1.845 -0.957 2.748  0.1569
45 H -1.369 0.136 1.397  -0.1715
46 H -3.046 0.990 5.559  0.3472
47 H -4.418 0.916 4.424  0.3424
48 H -3.310 -0.479 4.545  0.3125
49 H -0.024 1.820 3.198  0.1844
50 H -0.855 2.586 4.571  0.4638
51 H 0.446 1.126 5.756  0.4527
52 H -0.987 0.103 5.583  0.4022
53 H 2.344 -1.039 6.348  0.4154
54 H 3.226 -1.327 4.817  0.4124
55 H 2.879 0.344 5.337  0.4014
56 H 0.138 -2.472 5.886  0.4112
57 H -0.886 -2.360 4.420  0.3308
58 H 0.717 -3.136 4.329  0.4040

Calculated values
Relative energy (zero: lowest compared OMol25 entry of this formula, charge and spin)   0.00 kcal per mole
2S+1   1
E_tot   -1821.37107 a.u.
Total charge   +2
Orbital gap (spin up / spin down)   6.328 / 5.700 eV
HOMO energy (spin up / spin down)   -13.4 / -13.3 eV


Entry from the Open Molecules 2025 dataset: a structure of composition C27H34N5RhSi (ωB97M-V/def2-TZVPD).

Last column: Mulliken charge in e.
Element x y z (Å)
1 Rh 0.267 -0.274 -0.285  -0.3222
2 C 3.780 -0.809 2.406  -1.9860
3 C 2.489 -0.647 1.678  0.0871
4 N 2.295 -0.134 0.539  1.0439
5 C 3.242 0.707 -0.170  -0.8311
6 C 2.575 2.093 -0.197  -1.0149
7 N 1.193 1.961 -0.704  -0.0091
8 C 1.165 2.073 -2.161  -0.7134
9 C -0.187 1.722 -2.696  -0.8455
10 N -0.536 0.321 -2.333  0.1270
11 C -1.998 0.083 -2.297  -0.2372
12 C -2.582 0.522 -0.975  -0.8367
13 N -1.730 -0.016 0.082  0.3555
14 C -2.180 -0.419 1.208  0.7992
15 C -3.629 -0.434 1.579  -1.9181
16 C -1.109 -0.869 2.136  0.6866
17 C -1.291 -1.426 3.390  -0.7365
18 C -0.177 -1.831 4.110  -1.0707
19 C 1.090 -1.643 3.578  -0.7678
20 C 1.204 -1.053 2.333  1.0503
21 N 0.120 -0.681 1.640  0.1168
22 H 4.633 -0.596 1.769  0.4493
23 H 3.859 -1.847 2.737  0.4744
24 H 3.828 -0.173 3.292  0.3360
25 H 3.371 0.308 -1.175  0.2229
26 H 4.223 0.781 0.297  0.5046
27 H 3.173 2.760 -0.821  0.4518
28 H 2.536 2.511 0.808  0.4006
29 H 0.580 2.646 -0.280  0.1846
30 H 1.883 1.350 -2.561  0.3153
31 H 1.476 3.063 -2.504  0.4571
32 H -0.194 1.846 -3.779  0.4061
33 H -0.952 2.387 -2.290  0.3833
34 H -0.167 -0.299 -3.046  0.2419
35 H -2.156 -0.986 -2.423  -0.1592
36 H -2.496 0.598 -3.121  0.3899
37 H -3.614 0.184 -0.903  0.6306
38 H -2.593 1.611 -0.876  0.2391
39 H -4.055 0.568 1.509  0.4148
40 H -3.793 -0.796 2.588  0.4358
41 H -4.179 -1.081 0.892  0.4225
42 H -2.280 -1.549 3.805  0.3741
43 H -0.298 -2.283 5.086  0.4714
44 H 1.972 -1.940 4.129  0.4995
45 C -2.574 -3.878 -4.003  -0.5469
46 C -3.031 -4.020 -2.700  -0.7940
47 C -2.240 -3.595 -1.638  0.0687
48 C -0.980 -3.031 -1.863  0.1567
49 C -0.533 -2.907 -3.187  -0.1942
50 C -1.324 -3.320 -4.250  -0.8726
51 Si 0.111 -2.611 -0.448  0.8227
52 C 1.861 -3.167 -0.584  0.5204
53 C 2.311 -4.223 0.216  -0.4743
54 C 3.626 -4.672 0.131  -0.7171
55 C 4.509 -4.067 -0.752  -0.5812
56 C 4.079 -3.020 -1.561  -0.9038
57 C 2.768 -2.577 -1.474  -0.0062
58 H -3.187 -4.213 -4.829  0.4252
59 H -3.995 -4.475 -2.511  0.4442
60 H -2.610 -3.711 -0.623  0.4342
61 H 0.459 -2.511 -3.393  0.3657
62 H -0.964 -3.225 -5.267  0.4762
63 H -0.474 -3.181 0.790  -0.2619
64 H 1.630 -4.711 0.907  0.4015
65 H 3.957 -5.499 0.747  0.4549
66 H 5.531 -4.416 -0.819  0.4304
67 H 4.764 -2.563 -2.264  0.4642
68 H 2.442 -1.770 -2.125  0.3638

Calculated values
2S+1   1
E_tot   -1722.63257 a.u.
Total charge   +2
Orbital gap   7.206 eV
HOMO energy   -14.0 eV


Entry from the Open Molecules 2025 dataset: an isolated molecule of C4H7NOS (ωB97M-V/def2-TZVPD).

Last column: Mulliken charge in e.
Element x y z (Å)
1 C -0.606 -0.515 -0.655  0.0943
2 C 0.038 0.116 0.353  0.0199
3 C 1.475 -0.174 0.729  -0.5715
4 C -0.671 1.047 1.254  -0.1887
5 H -2.057 -1.089 -1.870  0.2678
6 H -2.202 0.531 -1.276  0.2462
7 H -0.060 -1.326 -1.144  0.3569
8 H 1.937 0.695 1.263  0.3665
9 H 1.464 -0.969 1.481  0.3230
10 H 2.105 0.097 -1.539  0.1381
11 H -1.803 1.124 1.024  0.2733
12 N -1.895 -0.406 -1.073  -0.5650
13 O -0.193 1.718 2.129  -0.5025
14 S 2.470 -0.849 -0.678  -0.2585

Calculated values
Relative energy (zero: lowest compared OMol25 entry of this formula, charge and spin)   29.10 kcal per mole
2S+1   1
E_tot   -684.76071 a.u.
SMILES   N/C=C(\C=O)CS
Total charge   0
Orbital gap   9.153 eV
HOMO energy   -8.7 eV